Density functional theory data (ωB97M-V/def2-TZVPD) for a cluster of 2 separate species, C4H8N2OS in total.

The calculation puts the frontier orbital gap at 7.785 eV. The value obtained for the HOMO energy is -10.53 eV.

Last column: Mulliken charge in e.
Positions of all 16 atoms, in Å:
N 0.56 2.02 0.58  -0.320
H 2.38 1.36 -0.64  0.221
C 0.66 -0.75 -0.32  -0.738
S 1.45 0.85 0.37  0.711
C 0.00 2.24 -1.59  0.066
H 1.54 -1.32 -0.35  0.418
C -1.71 -0.47 0.64  -0.995
H -2.30 -0.60 -0.20  0.360
H -0.73 -2.23 -0.17  0.258
H 0.29 -0.43 -1.36  0.407
H -2.11 -0.83 1.53  0.312
O 2.12 0.48 1.63  -0.576
N -0.36 2.18 -2.67  -0.352
H -1.42 0.63 0.69  0.310
H 0.01 -1.82 1.41  0.330
C -0.39 -1.32 0.46  -0.412

Density functional theory data (ωB97M-V/def2-TZVPD) for a cluster of 3 separate species, C3H9N3O2 in total.

The calculation puts the frontier orbital gap at 7.924 eV. The value obtained for the HOMO energy is -9.42 eV.

Last column: Mulliken charge in e.
Positions of all 17 atoms, in Å:
H 3.06 -0.03 -0.87  0.352
H -0.78 1.89 -0.29  0.247
H -3.64 -0.11 -1.13  0.339
O -2.10 0.50 -0.93  -0.607
H -0.23 2.26 1.00  0.222
H 1.91 1.28 -1.28  0.320
C -2.00 -0.86 -0.03  -0.197
O 1.54 -1.55 -0.36  -0.590
H -1.15 0.49 1.57  0.338
H -1.67 -1.79 -0.64  0.274
C -0.93 -0.46 0.96  -0.806
C 1.49 -0.38 0.07  0.449
H -3.00 -1.34 0.68  0.317
N 2.62 0.51 -0.10  -0.684
N -0.03 1.66 0.22  -0.636
H -0.96 -1.25 1.83  0.323
N 0.21 0.30 0.38  0.341

Density functional theory data (ωB97M-V/def2-TZVPD) for a structure of composition C54H54AuBrGe2N2S5.

The total charge is -2. The calculation puts the frontier orbital gap at 5.589 eV. The value obtained for the HOMO energy is -1.92 eV.

Last column: Mulliken charge in e.
Positions of all 119 atoms, in Å:
C 0.33 3.42 5.62  -1.614
H 1.09 7.13 -2.50  0.303
C 4.00 0.77 3.44  -1.873
C -1.70 4.89 -0.06  1.090
H 4.06 -1.70 -6.24  0.445
S 4.18 2.82 -3.61  -0.493
C -3.19 -3.30 1.18  0.440
H 0.26 -4.65 1.43  0.299
H -2.86 4.11 1.59  0.285
C -0.74 6.42 -1.67  0.892
H -0.25 8.27 -2.68  0.374
H -4.20 -2.05 -2.56  0.508
C 4.64 -2.83 -0.58  -1.910
C 0.82 -4.33 -1.80  -0.618
H -1.44 -1.15 4.85  0.499
C -4.58 3.29 -0.72  0.289
C 1.97 -1.81 1.88  -0.284
H -0.04 -2.24 4.81  0.502
H 4.68 1.25 4.14  0.557
C -2.71 1.74 -0.48  0.884
H -3.34 -0.22 3.71  0.475
C -5.49 2.30 -0.39  -1.266
C -3.44 -1.42 -2.10  -1.774
H -3.67 -0.38 -2.31  0.279
H -3.96 0.93 2.52  0.503
C 2.70 -2.52 4.08  0.366
C -3.29 -3.00 -0.17  -0.377
C 3.19 -1.38 -5.68  -0.597
C 0.21 7.54 -2.00  -1.620
H -0.54 -3.21 0.81  -0.193
C -0.90 5.98 -0.36  -1.044
H -1.01 1.09 5.37  0.288
H -3.21 -5.42 0.84  0.360
N 6.41 1.13 -3.24  -0.738
C -3.37 -1.68 -0.61  0.927
C -0.49 -1.36 4.34  -1.628
H -3.10 -2.47 3.15  0.260
C 3.10 -3.74 3.58  -1.058
H -3.30 -3.80 -0.90  0.288
C 0.84 2.12 5.04  0.925
C 0.81 -1.23 -5.38  -0.803
H -0.70 -1.62 3.30  -0.006
C -1.46 5.79 -2.67  -0.769
H 1.09 4.20 5.56  0.364
H -3.91 -4.93 2.39  0.443
C -1.84 4.43 1.37  -1.455
C 2.12 2.01 4.54  -0.930
H 2.43 -4.24 -4.80  0.324
C -0.11 -4.17 0.52  -0.984
C 1.62 -4.59 -4.17  -1.675
C 5.48 1.81 -3.36  0.464
C 2.22 -3.42 -0.06  -0.067
C 1.84 -4.18 -2.73  0.755
S 0.18 2.42 -2.27  -0.528
Ge -0.72 1.32 -0.65  0.060
C 2.38 -3.05 1.37  -1.169
H 4.87 -1.90 -1.11  0.256
C -2.27 4.69 -2.41  1.346
H -5.70 0.25 0.19  0.476
C 1.07 -0.49 -4.23  -0.062
H -1.34 6.13 -3.70  0.342
C -3.16 -2.25 2.09  -0.788
H -1.18 3.57 1.55  0.066
C -2.36 4.22 -1.10  -0.515
H 4.31 -0.39 -4.13  0.347
H -0.55 3.75 5.07  0.277
H -2.22 0.68 2.68  0.001
C 3.06 -3.69 -2.30  -0.633
C 1.72 -0.26 3.87  -0.292
C -2.93 3.99 -3.57  -1.936
Au 2.53 1.66 -2.06  0.659
H -4.93 4.30 -0.93  0.452
H 0.04 3.29 6.66  0.352
H -0.91 -4.79 0.10  0.536
C -5.02 1.04 -0.09  0.188
H 2.83 -2.29 5.13  0.443
H -2.16 -4.90 2.16  0.232
C 2.59 0.83 3.96  1.606
H 5.40 -3.57 -0.84  0.475
H 4.32 -0.26 3.28  0.262
Ge 1.50 -0.33 0.58  1.062
H -1.56 5.22 2.06  0.541
C -3.19 0.18 2.71  -1.735
H -0.14 -4.74 -2.12  0.327
H -3.44 4.71 -4.22  0.516
H -0.36 6.47 0.44  0.296
H -0.20 -1.44 -5.70  0.488
C -3.34 -0.64 0.31  1.874
H -2.16 3.48 -4.15  0.291
H 3.56 -4.48 4.23  0.351
H 4.70 -2.61 0.48  0.229
S 3.39 0.31 -0.19  -0.926
C 2.14 -1.55 3.24  -0.750
C 0.43 -0.18 4.41  1.222
H -6.55 2.51 -0.36  0.329
C 3.33 -0.65 -4.51  -0.435
C 3.28 -3.32 -0.98  0.889
Br 1.64 -2.77 -7.64  -0.185
H 3.87 -3.58 -3.01  0.300
H 0.68 -4.19 -4.55  0.317
C 0.00 1.01 4.98  -0.643
H -3.66 3.25 -3.23  0.254
H 3.25 -4.96 1.81  0.458
H 1.57 -5.68 -4.25  0.415
C -3.23 -0.92 1.68  0.522
H 2.79 2.86 4.59  0.304
H -2.48 -1.65 -2.55  0.102
C 2.94 -4.00 2.23  0.237
C 1.91 -1.68 -6.09  -0.054
H 0.25 -0.08 -3.64  0.183
C 0.99 -3.97 -0.47  1.088
C -3.21 3.03 -0.77  -0.475
C -3.11 -4.72 1.67  -1.604
C -3.65 0.76 -0.11  -1.830
H 0.54 8.07 -1.10  0.362
N 2.29 -0.22 -3.80  0.526
H 4.07 1.28 2.48  0.195
S 0.25 1.39 1.42  -0.422
S -0.18 -0.90 -0.87  0.315

Density functional theory data (ωB97M-V/def2-TZVPD) for a cluster of 7 separate species, H14O7 in total.

The SMILES is O.O.O.O.O.O.O. The calculation puts the frontier orbital gap at 8.834 eV. The value obtained for the HOMO energy is -8.79 eV.

Last column: Mulliken charge in e.
Positions of all 21 atoms, in Å:
O -2.68 0.75 -0.49  -0.561
O -0.08 -1.20 0.75  -0.608
H 4.63 -2.22 0.35  0.307
O -3.85 -1.85 -0.47  -0.639
O -2.45 2.94 0.99  -0.631
H -3.33 2.53 1.11  0.306
H -4.63 -2.15 -0.96  0.308
H 1.32 0.83 -0.19  0.197
H 3.92 1.58 -0.10  0.316
H 0.45 -1.72 0.04  0.349
O 4.06 2.17 -0.90  -0.637
O 3.80 -1.86 0.66  -0.591
H -3.05 0.03 0.00  0.379
H 3.76 2.99 -0.61  0.313
O 1.06 -0.03 -0.06  -0.507
H 0.52 -0.98 1.46  0.328
H -1.81 2.46 1.43  0.293
H 3.07 -2.24 0.26  0.285
H -2.19 0.23 -1.21  0.225
H 0.63 -0.37 -0.87  0.261
H -3.16 -1.87 -1.19  0.307

Density functional theory data (ωB97M-V/def2-TZVPD) for a cluster of 2 separate species, C5H17N2O in total.

The total charge is +1. The calculation puts the frontier orbital gap at 9.031 eV. The value obtained for the HOMO energy is -12.27 eV.

Last column: Mulliken charge in e.
Positions of all 25 atoms, in Å:
C 0.21 -0.63 0.17  -1.024
C 0.82 -1.47 -0.91  -0.841
H -1.65 -1.15 -3.22  0.234
H -1.26 2.03 -1.02  0.282
C 0.25 0.93 -0.01  0.661
C -1.10 1.54 -0.08  -1.472
H 0.37 -0.92 1.23  0.466
H 1.92 -1.45 -0.95  0.309
H -1.51 -2.67 -2.48  0.232
H 0.04 1.49 3.85  0.310
H 0.77 1.00 2.05  0.392
O 0.05 0.60 3.49  -0.663
H -0.68 0.12 3.90  0.312
H 0.60 2.54 1.37  0.371
H -0.89 -0.82 0.34  0.401
H 0.32 -0.18 -2.76  0.345
H 0.45 -2.52 -0.68  0.300
N -1.27 -1.66 -2.39  -0.567
N 1.03 1.55 1.22  -0.333
C 0.18 -1.27 -2.35  -0.454
H 0.97 1.17 -1.00  0.326
H 0.87 -1.92 -3.06  0.292
H -1.35 2.35 0.69  0.424
H 2.10 1.52 1.12  0.386
H -2.00 0.86 -0.02  0.311

Density functional theory data (ωB97M-V/def2-TZVPD) for a cluster of 7 separate species, C6H29N2O6 in total.

The calculation puts the frontier orbital gap (spin up / spin down) at 2.624 / 8.860 eV. The spin multiplicity is 2. The value obtained for the HOMO energy (spin up / spin down) is -2.45 / -8.76 eV. The expectation value of S² is 0.750.

Last column: Löwdin spin population.
Positions of all 43 atoms, in Å:
H -1.69 -0.86 3.48  0.069
H -0.89 -1.09 -0.67  0.007
H -1.14 -1.95 0.89  0.020
H -2.70 -2.91 -0.69  0.005
H 2.37 -2.20 0.97  0.001
H 2.97 1.36 1.26  0.010
H 0.56 0.81 -3.46  0.003
H 2.83 0.06 2.45  0.013
H 1.67 -0.01 -0.38  0.003
C 1.59 -0.22 0.68  0.015
O -0.72 -0.73 3.43  0.186
H -1.50 -3.03 -1.95  0.001
H -0.15 3.60 -0.96  0.011
H -2.24 2.37 -2.33  0.007
H 0.09 0.20 2.12  0.027
H 0.84 -3.34 -1.95  0.000
H -1.39 -4.09 -0.53  0.001
O -2.40 1.45 -2.05  0.024
C -1.64 -3.08 -0.86  0.007
C 1.24 -2.51 -1.37  0.002
H 2.31 -2.69 -1.27  0.000
H -1.08 2.87 0.83  0.018
N 0.41 0.56 1.20  0.035
O -2.16 1.45 0.60  0.121
N 0.61 -2.47 -0.07  0.001
H 0.62 1.56 1.32  0.020
C 2.83 0.29 1.39  0.032
H -0.40 0.50 0.58  0.012
H 0.31 1.94 -2.39  0.006
H -0.31 4.12 1.37  0.028
H -3.03 1.40 1.04  0.046
H 1.13 -1.58 -1.94  0.001
H 0.93 -1.88 1.88  0.013
O -0.21 3.34 0.81  0.095
H -0.43 -0.70 4.35  0.047
C 1.39 -1.72 0.91  0.015
H -2.31 1.46 -0.38  0.010
H 3.73 -0.19 0.97  0.002
H -1.59 1.00 -2.35  0.006
O -0.21 3.58 -1.95  0.032
O 0.32 0.96 -2.55  0.017
H 0.22 4.37 -2.28  0.007
C -0.78 -2.05 -0.14  0.024

Computed values of F_max (unit: Eh/bohr) for the preceding records, in sequence: 0.1293; 0.1649; 0.0155; 0.1749; 0.0751; 0.0112.
Computed values of relative energy (zero: lowest compared OMol25 entry of this formula, charge and spin) (unit: kJ/mol) for the preceding records, in sequence: 768.1; 1186.9; 14.9; 574.0; 219.4; 0.0.